ORCA calculation (the ωB97M-V functional and the def2-TZVPD basis) on a 6-piece molecular cluster, C40H74O12 overall in a non-equilibrium geometry.

Geometry (Å):
C  -5.8910  -1.6648  2.5842
C  -6.1480  -0.1991  2.3246
C  -5.5632  0.8171  3.2974
C  -6.8559  0.2203  1.2501
C  -6.5949  -0.3269  -0.1502
C  -5.4216  0.3800  -0.8643
C  -4.0342  -0.2804  -0.7514
C  -4.1039  -1.7615  -1.1835
C  -3.3674  -0.1213  0.6172
C  -1.8386  -0.3444  0.5544
C  -1.1379  0.6891  -0.3178
C  -0.0818  0.2742  -1.0882
C  0.5362  1.1774  -1.9067
C  0.1145  2.4627  -1.9736
C  -0.9327  2.8644  -1.1696
C  -1.5709  1.9847  -0.3423
C  -1.3659  4.2894  -1.2291
O  -1.9265  4.8486  -0.2976
C  -1.0611  5.0866  -2.4643
C  -0.0416  4.6753  -3.2060
C  0.7536  3.4623  -2.8928
O  1.8605  3.2542  -3.3752
H  -6.4151  -1.9869  3.4829
H  -6.2084  -2.2247  1.7071
H  -4.8244  -1.8840  2.7241
H  -6.3117  1.1389  4.0294
H  -4.6841  0.3915  3.7826
H  -5.2160  1.6915  2.7535
H  -7.6587  0.9416  1.3897
H  -7.4934  -0.0845  -0.7301
H  -6.5362  -1.4159  -0.1419
H  -5.6679  0.4213  -1.9277
H  -5.3788  1.4027  -0.4753
H  -3.4174  0.1967  -1.5222
H  -4.8299  -1.8096  -2.0005
H  -4.5119  -2.3775  -0.3801
H  -3.1396  -2.1025  -1.5562
H  -3.6272  0.8472  1.0405
H  -3.7457  -0.9255  1.2495
H  -1.7194  -1.3232  0.0796
H  -1.4189  -0.4013  1.5602
H  0.2330  -0.7580  -1.0426
H  1.3723  0.8409  -2.5053
H  -2.3885  2.3558  0.2575
H  -1.6466  5.9593  -2.7113
H  0.2375  5.2336  -4.0942
C  2.4213  8.7479  -2.3861
O  1.1856  8.1324  -2.0608
C  1.2870  7.2059  -0.9888
C  0.8884  7.8196  0.3390
O  1.7565  8.8730  0.7299
C  1.2642  10.1582  0.3908
H  2.2054  9.6570  -2.9461
H  2.9966  9.0103  -1.4967
H  3.0183  8.0795  -3.0163
H  2.2984  6.7874  -0.9391
H  0.5998  6.3895  -1.2135
H  0.9629  7.0465  1.1100
H  -0.1491  8.1668  0.3106
H  0.5357  10.4906  1.1378
H  0.7982  10.1734  -0.5963
H  2.1063  10.8495  0.3882
C  0.7463  -6.9001  -0.3104
O  1.2839  -6.0847  0.7176
C  1.7376  -4.8231  0.2527
C  0.7042  -3.7325  0.4591
O  -0.4789  -3.9610  -0.2923
C  -1.5070  -4.5886  0.4607
H  0.1250  -7.6628  0.1586
H  0.1334  -6.3348  -1.0145
H  1.5583  -7.3928  -0.8558
H  2.0319  -4.8864  -0.7995
H  2.6291  -4.5705  0.8341
H  1.1282  -2.7874  0.1045
H  0.4677  -3.6168  1.5215
H  -2.0360  -3.8383  1.0590
H  -1.1217  -5.3681  1.1200
H  -2.2089  -5.0416  -0.2383
C  -2.2007  -11.6928  3.2683
O  -0.8645  -11.2634  3.4684
C  -0.4990  -10.1665  2.6450
C  -0.6239  -8.8372  3.3645
O  -1.9668  -8.5491  3.7259
C  -2.2740  -8.9024  5.0644
H  -2.5002  -12.2719  4.1408
H  -2.8894  -10.8545  3.1488
H  -2.2590  -12.3351  2.3828
H  -1.0918  -10.1669  1.7242
H  0.5492  -10.3130  2.3682
H  -0.3035  -8.0443  2.6808
H  0.0267  -8.8041  4.2436
H  -1.9292  -8.1195  5.7480
H  -1.8237  -9.8541  5.3523
H  -3.3566  -8.9910  5.1474
C  1.6824  2.5146  1.6185
O  2.7782  2.1799  0.7822
C  3.3517  3.3115  0.1444
C  4.5697  3.8345  0.8806
O  4.2522  4.3124  2.1784
C  4.4833  3.3560  3.1989
H  1.5262  1.6888  2.3125
H  1.8644  3.4263  2.1909
H  0.7776  2.6427  1.0152
H  2.6015  4.1013  0.0226
H  3.6617  2.9900  -0.8547
H  4.9706  4.6847  0.3201
H  5.3501  3.0686  0.9330
H  5.5443  3.3450  3.4700
H  4.1790  2.3517  2.8980
H  3.8999  3.6493  4.0709
C  5.9703  -0.0079  -2.6620
O  4.8413  -0.0772  -3.5157
C  4.2233  1.1866  -3.7281
C  4.6775  1.8386  -5.0184
O  6.0653  2.1450  -5.0097
C  6.8599  1.1570  -5.6426
H  6.5692  -0.9035  -2.8244
H  6.5872  0.8695  -2.8653
H  5.6472  0.0146  -1.6148
H  4.4010  1.8475  -2.8748
H  3.1499  1.0085  -3.7917
H  4.1445  2.7870  -5.1268
H  4.4282  1.2112  -5.8801
H  6.8423  1.2993  -6.7284
H  6.5231  0.1455  -5.4078
H  7.8840  1.2730  -5.2889

Force components x, y, z for each atom (eV/Å):
1.4 0.5 -1.0
-0.1 0.3 0.1
-1.0 -0.3 0.2
0.5 -1.0 0.0
-1.7 0.1 0.3
0.1 -0.4 0.4
-0.1 -0.3 -0.3
-0.5 0.8 -0.1
0.4 -0.4 -0.2
-0.8 0.2 -0.6
-0.8 -1.7 1.5
0.0 -0.1 0.0
1.5 -1.2 -0.7
0.1 1.5 -0.5
-0.3 1.3 -0.4
-0.2 0.7 0.2
-0.7 1.2 0.5
0.2 -0.6 -0.4
0.1 -1.3 0.3
0.2 0.3 -0.8
0.7 -0.8 0.0
-1.0 0.4 0.2
-0.2 0.1 0.0
-0.2 -0.3 0.3
-0.1 -0.1 0.2
0.3 0.0 0.3
-0.2 -0.1 0.3
-0.1 0.1 0.0
1.0 1.1 -0.4
0.1 -0.2 -0.1
0.3 0.0 -0.2
0.0 0.1 0.0
0.1 0.0 -0.2
0.0 0.2 0.2
0.2 -0.2 -0.1
0.3 -0.2 0.0
0.0 -0.3 0.2
0.0 0.0 0.2
-0.2 0.3 0.3
0.3 0.0 0.2
0.1 0.1 0.0
0.1 -0.1 -0.1
0.0 0.2 -0.1
-0.1 -0.1 0.1
0.0 0.1 0.3
0.3 -0.1 0.1
0.0 -0.1 -0.1
0.1 0.0 0.1
-0.2 0.1 -0.1
0.3 -0.1 0.2
-0.1 0.0 -0.2
0.0 0.0 0.1
0.0 0.0 0.0
0.0 0.0 0.0
0.1 0.0 0.0
0.0 0.1 0.1
0.0 0.0 0.1
-0.1 0.0 0.0
0.0 0.0 -0.1
0.0 0.0 0.0
0.0 0.0 0.0
0.0 0.0 0.1
0.2 -0.1 0.0
-0.2 0.1 -0.1
0.1 -0.1 0.3
0.0 0.1 -0.3
0.0 -0.2 0.1
-0.1 0.1 0.0
0.0 0.0 0.0
0.0 0.1 0.0
-0.1 0.0 -0.1
-0.1 0.0 0.0
0.0 0.0 0.0
0.0 0.0 0.1
0.0 -0.1 0.0
0.0 -0.1 0.1
0.1 0.0 0.0
0.0 0.1 0.0
0.1 -0.1 -0.1
-0.2 0.2 0.0
0.2 -0.2 0.2
-0.2 0.2 -0.3
0.0 -0.2 0.1
0.0 0.1 0.0
0.1 0.0 0.0
0.0 0.0 0.0
-0.1 0.0 0.0
0.0 0.1 0.0
0.0 0.0 0.0
0.1 0.0 0.0
0.0 -0.1 0.0
0.0 0.0 0.1
0.0 0.0 0.0
0.0 0.1 0.0
-0.1 -0.1 -0.1
0.0 0.2 0.1
0.1 -0.3 -0.1
-0.1 0.3 0.0
-0.1 -0.2 0.0
0.1 0.1 0.0
0.0 0.0 0.0
0.0 0.0 0.0
0.0 0.0 0.1
0.0 0.0 0.1
0.0 0.1 0.0
0.0 0.0 0.0
0.0 -0.1 0.0
0.0 -0.1 0.0
0.0 0.0 0.0
0.0 0.1 0.0
-0.1 -0.1 0.1
0.2 0.1 0.0
0.0 -0.3 -0.1
0.1 0.4 0.1
0.0 -0.2 0.1
0.0 0.1 -0.1
0.0 0.0 0.0
0.0 0.0 0.0
0.1 0.0 0.0
0.0 0.0 0.0
0.0 0.1 0.0
-0.1 0.0 0.0
0.0 -0.1 0.0
0.0 -0.1 0.0
0.0 0.0 0.0
0.0 0.1 0.0

electronic energy = -67242.0631 eV
charge = 0
gap between HOMO and LUMO = 6.844 eV
molecular weight = 747.0 g/mol
relative energy (zero: lowest compared OMol25 entry of this formula, charge and spin) = 0.0 kcal per mole